No. 1
117
Properties=species:S:1:pos:R:3:mulliken_charge:R:1 method="wB97M-V/def2-TZVPD" spin_multiplicity=1 homo_energy_ev=-14.08 charge=+3 orbital_gap_ev=6.69
Pd 2.58 -2.68 0.02 0.431
C 1.94 -5.14 -3.82 -1.459
C 2.00 -3.97 -2.90 0.203
N 2.53 -4.03 -1.73 0.399
N 3.17 -5.21 -1.40 -0.753
C 3.91 -5.07 -0.35 0.443
O 4.02 -3.92 0.32 -1.113
C 4.73 -6.17 0.16 0.823
C 5.55 -6.00 1.27 -0.085
C 6.31 -7.05 1.75 -0.864
C 6.26 -8.29 1.11 -0.412
C 5.45 -8.46 0.00 -0.724
C 4.69 -7.41 -0.48 -0.455
C 1.53 -2.64 -3.41 0.605
C 0.98 -2.54 -4.69 -0.340
C 0.70 -1.29 -5.21 -1.042
C 0.97 -0.17 -4.45 -0.233
C 1.48 -0.37 -3.17 -0.883
N 1.76 -1.56 -2.66 -0.069
H 2.37 -6.01 -3.35 0.274
H 0.90 -5.35 -4.09 0.359
H 2.48 -4.93 -4.75 0.395
H 5.61 -5.03 1.75 0.396
H 6.96 -6.91 2.60 0.426
H 6.85 -9.11 1.49 0.414
H 5.41 -9.43 -0.49 0.423
H 4.06 -7.54 -1.35 0.441
H 0.80 -3.43 -5.28 0.411
H 0.31 -1.20 -6.22 0.504
H 0.81 0.83 -4.82 0.543
H 1.71 0.49 -2.54 0.814
N 1.48 -0.57 0.11 0.392
S -0.61 1.77 2.07 1.203
N -1.20 3.10 1.28 -0.444
S -2.40 2.86 0.29 1.210
N -2.47 1.50 -0.44 -0.015
S -1.44 0.83 -1.55 0.752
N 0.68 -1.31 0.03 -0.186
C -0.68 2.12 -2.53 1.831
C 0.48 2.65 -1.95 -0.986
C 1.19 3.62 -2.63 -0.608
C 0.76 4.04 -3.88 -0.871
C -0.38 3.49 -4.46 -0.989
C -1.11 2.52 -3.78 -0.764
C -2.60 0.12 -2.67 0.155
C -3.76 0.76 -3.10 -0.023
C -4.58 0.11 -4.01 -0.701
C -4.24 -1.15 -4.48 -0.722
C -3.09 -1.79 -4.04 -0.807
C -2.26 -1.15 -3.12 -0.603
C -2.38 4.31 -0.71 0.708
C -1.38 5.27 -0.57 -0.026
C -1.46 6.41 -1.36 -0.844
C -2.52 6.58 -2.24 -0.606
C -3.51 5.62 -2.35 -0.938
C -3.45 4.47 -1.58 -0.988
C -3.95 2.93 1.13 0.476
C -4.29 4.16 1.70 -0.913
C -5.47 4.24 2.42 -0.742
C -6.28 3.12 2.57 -0.612
C -5.92 1.91 1.99 -0.851
C -4.74 1.80 1.26 -0.251
C -1.82 1.34 3.29 0.524
C -2.09 -0.01 3.44 -0.471
C -3.06 -0.41 4.34 -0.942
C -3.75 0.54 5.07 -0.710
C -3.49 1.90 4.89 -1.269
C -2.53 2.31 4.00 0.009
C 0.77 2.46 2.91 0.577
C 0.65 3.25 4.05 -0.288
C 1.80 3.77 4.62 -0.840
C 3.05 3.50 4.06 -0.712
C 3.15 2.71 2.93 -0.995
C 2.01 2.18 2.35 -0.186
H 0.82 2.30 -0.99 0.523
H 2.09 4.04 -2.20 0.536
H 1.33 4.79 -4.42 0.506
H -0.69 3.81 -5.44 0.544
H -1.98 2.09 -4.24 0.587
H -4.02 1.74 -2.73 0.410
H -5.48 0.59 -4.36 0.488
H -4.88 -1.65 -5.19 0.434
H -2.84 -2.78 -4.39 0.504
H -1.36 -1.64 -2.75 0.529
H -0.57 5.12 0.13 0.559
H -0.70 7.17 -1.27 0.528
H -2.58 7.48 -2.83 0.477
H -4.35 5.77 -3.02 0.518
H -4.24 3.73 -1.63 0.363
H -3.65 5.02 1.58 0.508
H -5.76 5.19 2.86 0.484
H -7.20 3.20 3.12 0.481
H -6.56 1.05 2.10 0.517
H -4.46 0.87 0.79 0.509
H -1.55 -0.74 2.84 0.564
H -3.28 -1.46 4.48 0.487
H -4.51 0.23 5.78 0.462
H -4.05 2.64 5.46 0.508
H -2.35 3.36 3.82 0.576
H -0.31 3.46 4.50 0.440
H 1.73 4.38 5.51 0.487
H 3.94 3.91 4.52 0.437
H 4.12 2.50 2.49 0.506
H 2.08 1.55 1.47 0.640
C 1.72 -1.66 3.53 -1.000
As 2.87 -2.71 2.37 1.105
C 2.66 -4.52 3.03 -1.139
C 4.64 -2.11 2.83 -1.159
H 2.07 -1.86 4.54 0.533
H 0.69 -1.98 3.45 0.368
H 1.82 -0.60 3.32 0.129
H 3.48 -4.71 3.73 0.368
H 2.70 -5.24 2.22 0.300
H 1.71 -4.59 3.55 0.443
H 4.62 -1.04 3.00 0.382
H 5.32 -2.35 2.02 0.368
H 4.96 -2.61 3.74 0.386

---

No. 2
133
Properties=species:S:1:pos:R:3:mulliken_charge:R:1 method="wB97M-V/def2-TZVPD" spin_multiplicity=1 homo_energy_ev=-10.91 charge=+1 orbital_gap_ev=6.85
C -1.49 0.18 -1.44 -1.093
C -1.83 0.94 -0.16 0.405
O -2.83 1.61 -0.14 -0.561
N -0.95 0.82 0.95 0.659
C -1.37 1.83 1.96 -1.553
C -1.09 -0.54 1.56 -1.053
C 0.20 -1.35 1.43 -0.444
C 1.33 -0.74 2.29 -0.242
C 2.71 -0.65 1.59 -1.773
C 2.62 -0.09 0.19 1.051
C 2.82 -0.97 -0.87 -0.600
C 2.75 -0.51 -2.18 0.665
C 3.03 -1.49 -3.28 -0.094
O 3.92 -2.28 -3.17 -0.512
O 2.26 -1.44 -4.38 -0.426
C 2.44 0.83 -2.40 -1.209
C 2.25 1.65 -1.32 0.034
N 2.35 1.22 -0.05 0.762
C 2.18 2.13 1.11 -0.216
C 2.22 3.62 0.77 0.446
C 2.10 4.35 2.14 -1.829
C 3.55 4.08 0.12 -1.573
H -0.92 0.85 -2.08 0.201
H -2.44 -0.01 -1.94 0.396
H -0.96 -0.75 -1.25 0.298
H -2.38 1.62 2.34 0.330
H -1.35 2.81 1.49 0.501
H -0.67 1.79 2.80 0.478
H -1.37 -0.49 2.61 0.425
H -1.90 -1.08 1.06 0.409
H 0.45 -1.48 0.37 0.055
H -0.02 -2.35 1.82 0.496
H 1.03 0.22 2.70 0.079
H 1.47 -1.40 3.16 0.592
H 3.17 -1.64 1.57 0.407
H 3.35 -0.04 2.22 0.454
H 3.07 -2.00 -0.65 0.567
H 2.85 -1.29 -5.15 0.294
H 2.35 1.17 -3.43 0.611
H 2.00 2.68 -1.50 0.552
H 1.20 1.91 1.54 -0.534
H 2.93 1.95 1.88 0.445
H 1.36 3.96 0.19 0.580
H 3.04 4.19 2.67 0.478
H 1.87 5.41 2.02 0.447
H 1.34 3.84 2.74 0.386
H 4.29 3.28 0.01 0.337
H 3.34 4.42 -0.90 0.358
H 3.98 4.94 0.62 0.474
C -3.81 1.90 5.15 -1.057
C -5.01 2.29 5.60 0.183
C -5.16 3.41 6.59 0.725
O -6.27 3.72 6.95 -0.594
C -3.94 4.05 7.09 -0.838
C -2.75 3.65 6.63 -0.069
C -2.61 2.56 5.62 1.554
O -1.50 2.25 5.22 -0.655
O -1.60 4.20 7.05 -0.519
O -6.13 1.71 5.18 -0.502
H -3.70 1.10 4.43 0.530
H -4.05 4.84 7.82 0.483
H -0.89 3.74 6.57 0.354
H -6.87 2.16 5.64 0.359
C 2.77 5.24 8.80 -1.049
C 3.36 5.12 9.99 0.317
C 2.60 4.70 11.21 1.017
O 3.21 4.59 12.26 -0.606
C 1.18 4.43 11.08 -0.878
C 0.58 4.56 9.89 0.434
C 1.35 4.96 8.65 0.973
O 0.77 5.04 7.59 -0.614
O -0.73 4.32 9.74 -0.509
O 4.66 5.37 10.17 -0.567
H 3.31 5.55 7.91 0.424
H 0.64 4.14 11.97 0.443
H -0.95 4.47 8.80 0.319
H 4.83 5.21 11.12 0.363
C -6.75 -1.57 3.25 -0.966
C -8.05 -1.80 3.45 0.280
C -9.06 -1.63 2.34 1.139
O -10.23 -1.88 2.58 -0.655
C -8.58 -1.18 1.05 -0.907
C -7.28 -0.94 0.85 0.252
C -6.28 -1.14 1.95 1.050
O -5.10 -0.93 1.70 -0.573
O -6.80 -0.53 -0.32 -0.614
O -8.54 -2.19 4.62 -0.597
H -6.01 -1.68 4.03 0.467
H -9.32 -1.05 0.27 0.435
H -5.83 -0.44 -0.19 0.296
H -9.50 -2.29 4.49 0.370
C -6.73 -4.23 -1.48 -1.076
C -6.42 -4.71 -2.69 0.439
C -7.44 -5.43 -3.53 0.914
O -7.10 -5.83 -4.63 -0.615
C -8.78 -5.61 -2.99 -0.935
C -9.08 -5.13 -1.78 0.336
C -8.07 -4.39 -0.95 1.058
O -8.42 -3.95 0.14 -0.569
O -10.29 -5.26 -1.24 -0.569
O -5.21 -4.60 -3.22 -0.588
H -6.01 -3.71 -0.86 0.486
H -9.50 -6.14 -3.60 0.430
H -10.25 -4.83 -0.36 0.345
H -5.27 -5.03 -4.10 0.363
C 5.11 -0.30 -8.36 -0.934
C 5.27 -0.68 -9.64 0.308
C 4.16 -1.31 -10.43 0.962
O 4.37 -1.62 -11.58 -0.592
C 2.88 -1.52 -9.76 -0.901
C 2.72 -1.15 -8.49 0.278
C 3.84 -0.49 -7.71 1.157
O 3.63 -0.15 -6.55 -0.738
O 1.57 -1.32 -7.84 -0.565
O 6.41 -0.53 -10.28 -0.551
H 5.90 0.15 -7.79 0.467
H 2.09 -1.99 -10.33 0.448
H 1.70 -0.96 -6.94 0.325
H 6.26 -0.88 -11.18 0.346
C 10.38 -4.33 -8.02 -0.974
C 9.66 -4.97 -7.09 0.319
C 8.26 -4.55 -6.74 0.917
O 7.66 -5.19 -5.89 -0.622
C 7.69 -3.41 -7.44 -0.823
C 8.40 -2.77 -8.37 0.120
C 9.79 -3.20 -8.74 0.907
O 10.37 -2.59 -9.61 -0.622
O 7.92 -1.72 -9.04 -0.336
O 10.15 -6.00 -6.40 -0.555
H 11.38 -4.62 -8.28 0.433
H 6.68 -3.11 -7.17 0.548
H 8.64 -1.46 -9.65 0.341
H 9.43 -6.28 -5.79 0.362

---

No. 3
121
Properties=species:S:1:pos:R:3:mulliken_charge:R:1 method="wB97M-V/def2-TZVPD" spin_multiplicity=1 homo_energy_ev="-6.92 / -6.92" charge=0 orbital_gap_ev="5.65 / 5.64"
Tl 1.31 -0.68 -0.29 3.197
O 1.72 -5.52 0.40 -0.776
C 2.55 -5.41 1.45 0.777
C 2.70 -6.51 2.29 -0.555
C 3.54 -6.44 3.39 -0.364
C 4.25 -5.28 3.66 -0.889
C 4.12 -4.19 2.83 -0.606
C 3.27 -4.23 1.72 -0.068
C 3.11 -3.05 0.84 0.906
O 2.23 -3.05 -0.08 -0.739
N 3.97 -2.06 1.04 -1.633
N 3.66 -0.98 0.30 0.718
C 4.56 -0.11 0.05 -0.974
C 4.22 1.09 -0.71 1.197
C 5.19 2.06 -0.93 -0.921
C 4.87 3.18 -1.68 -0.910
C 3.60 3.28 -2.21 -1.190
C 2.69 2.26 -1.94 -0.462
N 2.98 1.20 -1.20 0.373
H 1.75 -4.65 -0.07 0.089
H 2.14 -7.41 2.06 0.486
H 3.64 -7.30 4.03 0.418
H 4.91 -5.23 4.52 0.407
H 4.67 -3.28 3.01 0.468
H 5.58 -0.26 0.38 0.356
H 6.18 1.93 -0.52 0.488
H 5.61 3.96 -1.86 0.435
H 3.29 4.11 -2.83 0.840
H 1.70 2.31 -2.36 0.577
C 0.74 -0.93 1.85 -1.584
Si -0.58 -2.23 2.03 -1.643
C -0.88 -3.07 0.36 -0.341
N -0.60 -2.26 -0.84 1.224
C -0.10 -3.07 -1.98 -1.294
C -1.05 -3.10 -3.17 -0.260
C -2.47 -3.40 -2.70 -0.990
C -2.96 -2.28 -1.76 -1.070
C -1.78 -1.46 -1.21 0.624
C -2.07 -1.39 2.81 1.126
C -1.87 -0.51 3.88 -0.448
C -2.94 0.07 4.55 -0.785
C -4.24 -0.22 4.16 -0.594
C -4.46 -1.07 3.09 -0.755
C -3.39 -1.66 2.43 0.062
C -0.14 -3.58 3.26 0.828
C 0.36 -3.24 4.52 -0.356
C 0.59 -4.20 5.49 -0.782
C 0.32 -5.53 5.22 -0.539
C -0.17 -5.89 3.97 -0.643
C -0.40 -4.93 3.00 -0.116
H 1.73 -1.22 2.20 0.895
H 0.50 0.07 2.19 0.708
H -1.89 -3.48 0.34 0.565
H -0.19 -3.92 0.36 0.195
H 0.05 -4.10 -1.63 0.640
H 0.87 -2.69 -2.30 0.296
H -0.71 -3.87 -3.86 0.537
H -1.02 -2.15 -3.71 -0.148
H -2.47 -4.36 -2.18 0.271
H -3.14 -3.49 -3.55 0.563
H -3.55 -2.71 -0.94 0.205
H -3.61 -1.59 -2.29 0.617
H -2.10 -0.91 -0.32 -0.812
H -1.48 -0.73 -1.96 -0.352
H -0.86 -0.29 4.21 0.235
H -2.75 0.74 5.38 0.434
H -5.07 0.23 4.69 0.403
H -5.47 -1.29 2.78 0.438
H -3.58 -2.33 1.60 0.142
H 0.58 -2.20 4.74 0.278
H 0.97 -3.91 6.46 0.406
H 0.49 -6.29 5.98 0.398
H -0.39 -6.93 3.75 0.430
H -0.79 -5.24 2.04 0.248
O 0.28 0.55 -6.59 -0.567
C 0.17 1.71 -5.99 -0.024
O 0.42 2.75 -6.55 -0.584
C -0.37 1.80 -4.55 -0.417
C -1.02 2.96 -4.34 -0.501
Cl -1.66 4.28 -3.91 -0.299
N -0.77 2.65 -1.41 1.104
N -0.46 1.43 -2.02 -0.564
C -0.19 1.08 -3.28 1.764
C 0.38 -0.36 -3.35 -0.220
O 0.05 -1.01 -4.34 -0.872
O 1.19 -0.82 -2.50 -0.810
C -1.23 4.13 0.03 1.618
C -0.55 3.71 1.39 1.624
C -0.63 4.75 2.48 -1.079
C -1.19 5.94 2.32 -0.782
C -1.82 6.32 1.06 -0.591
C -1.86 5.49 0.02 -1.262
H 0.12 -0.17 -5.93 0.465
H -1.00 2.78 1.75 -0.128
H -0.18 4.46 3.43 0.516
H -1.22 6.64 3.15 0.409
H -2.27 7.30 0.98 0.475
H -2.33 5.78 -0.91 0.238
C -2.74 4.37 -5.09 -0.235
C -2.56 3.86 -2.75 0.229
C -0.49 4.75 -3.03 -0.597
C 0.39 4.91 -2.05 0.246
C 1.26 6.05 -1.64 -1.737
C -0.24 3.89 -1.15 0.157
C 0.93 3.45 1.11 -0.509
O 1.46 2.37 1.12 -0.302
C -2.08 2.95 -0.62 2.003
C -2.65 1.85 0.22 -1.927
C -3.16 3.46 -1.66 -2.423
H -0.96 4.90 -4.85 0.697
H -3.83 4.45 -5.00 0.228
H -2.52 4.43 -6.16 0.286
H -2.05 5.53 -3.73 0.575
H 1.33 6.76 -2.46 0.478
H 2.27 5.70 -1.39 0.257
H 0.85 6.56 -0.76 0.334
H 1.51 4.37 0.92 0.326
H -3.13 2.27 1.11 0.287
H -1.88 1.15 0.53 0.008
H -3.40 1.30 -0.34 0.757
H -4.22 3.35 -1.49 0.445

---

No. 4
113
Properties=species:S:1:pos:R:3:mulliken_spin:R:1 method="wB97M-V/def2-TZVPD" spin_multiplicity=2 homo_energy_ev="-17.07 / -17.06" charge=+4 orbital_gap_ev="3.97 / 3.96"
Ir -0.08 0.19 0.04 0.002
C -2.31 2.74 -2.70 0.000
N -2.23 2.63 -1.22 0.000
P -1.21 3.76 -0.51 -0.002
C -1.80 5.41 -0.70 -0.001
C -0.91 6.44 -0.34 0.000
C -1.33 7.75 -0.41 0.000
C -2.61 8.05 -0.86 0.000
C -3.49 7.03 -1.23 0.000
C -3.09 5.71 -1.17 0.000
C -0.86 3.36 1.20 -0.001
C -1.63 3.93 2.21 0.000
C -1.44 3.54 3.53 0.000
C -0.49 2.59 3.84 0.000
C 0.32 2.04 2.84 0.000
C 0.14 2.42 1.52 0.000
P -2.29 1.00 -0.55 0.001
C -3.21 1.20 0.98 0.000
C -3.04 0.24 1.98 0.000
C -3.86 0.25 3.09 0.000
C -4.86 1.20 3.21 0.000
C -5.04 2.16 2.22 0.000
C -4.22 2.16 1.10 0.000
C -3.39 0.11 -1.64 0.000
C -3.04 -1.15 -2.11 0.000
C -3.96 -1.91 -2.81 0.000
C -5.23 -1.42 -3.05 0.000
C -5.60 -0.16 -2.58 0.000
C -4.69 0.59 -1.87 0.000
H -2.27 3.79 -2.97 0.000
H -3.25 2.32 -3.04 0.000
H -1.48 2.21 -3.16 0.000
H 0.09 6.21 0.00 0.000
H -0.66 8.55 -0.12 0.000
H -2.93 9.08 -0.93 0.000
H -4.48 7.28 -1.57 0.000
H -3.78 4.93 -1.45 0.000
H -2.37 4.68 1.98 0.000
H -2.03 3.98 4.31 0.000
H -0.34 2.31 4.87 0.000
H 1.11 1.36 3.10 0.000
H 0.87 2.14 0.78 0.000
H -2.28 -0.53 1.88 0.000
H -3.73 -0.49 3.87 0.000
H -5.51 1.20 4.08 0.000
H -5.83 2.89 2.31 0.000
H -4.36 2.91 0.34 0.000
H -2.04 -1.53 -1.93 0.000
H -3.69 -2.89 -3.17 0.000
H -5.95 -2.01 -3.59 0.000
H -6.59 0.22 -2.76 0.000
H -5.00 1.56 -1.48 0.000
C 5.91 -6.74 0.31 -0.031
S 4.91 -5.63 -0.64 0.894
C 4.99 -4.09 0.27 -0.042
C 4.04 -3.02 -0.26 0.030
C 2.55 -3.33 -0.09 -0.004
N 1.71 -2.12 -0.08 -0.004
P 1.27 -1.17 1.25 0.000
C 0.29 -2.09 2.42 0.001
C -0.42 -3.23 2.04 0.000
C -1.26 -3.87 2.94 0.000
C -1.42 -3.34 4.21 0.000
C -0.75 -2.19 4.59 0.000
C 0.10 -1.56 3.70 0.000
C 2.79 -0.64 2.05 -0.002
C 3.54 0.37 1.44 0.001
C 4.79 0.71 1.94 0.000
C 5.29 0.04 3.06 0.000
C 4.55 -0.97 3.66 -0.001
C 3.30 -1.31 3.16 0.001
P 1.08 -1.16 -1.34 -0.004
C 2.34 -0.25 -2.24 0.000
C 2.47 1.13 -2.10 0.000
C 3.45 1.82 -2.79 0.000
C 4.31 1.14 -3.64 0.000
C 4.18 -0.23 -3.80 0.001
C 3.20 -0.92 -3.11 0.001
C 0.35 -2.27 -2.55 0.000
C 0.27 -1.87 -3.88 0.000
C -0.34 -2.70 -4.82 0.000
C -0.85 -3.92 -4.43 0.000
C -0.78 -4.33 -3.10 0.000
C -0.20 -3.50 -2.16 0.002
H 6.02 -7.66 -0.26 -0.001
H 5.41 -6.93 1.26 0.050
H 6.88 -6.28 0.50 0.036
H 6.03 -3.77 0.16 0.053
H 4.85 -4.32 1.33 0.020
H 4.28 -2.82 -1.30 -0.004
H 4.28 -2.10 0.29 0.001
H 2.38 -3.84 0.87 0.003
H 2.18 -3.99 -0.87 -0.001
H -0.30 -3.64 1.04 0.000
H -1.79 -4.76 2.65 0.000
H -2.08 -3.84 4.91 0.000
H -0.88 -1.79 5.59 0.000
H 0.62 -0.67 4.01 0.000
H 3.16 0.89 0.57 0.000
H 5.37 1.49 1.48 0.000
H 6.26 0.31 3.45 0.000
H 4.94 -1.47 4.53 0.000
H 2.73 -2.09 3.64 0.000
H 1.78 1.68 -1.46 0.000
H 3.54 2.90 -2.69 0.000
H 5.07 1.68 -4.19 0.000
H 4.84 -0.76 -4.48 0.000
H 3.08 -1.99 -3.28 -0.001
H 0.68 -0.92 -4.20 0.000
H -0.40 -2.39 -5.85 0.000
H -1.31 -4.57 -5.16 0.000
H -1.17 -5.29 -2.81 0.000
H -0.16 -3.81 -1.13 0.001

---

Calculated strongest force on any atom, 0.88, 1.60, 4.22, 1.96 eV/A (same order as the records).
Calculated E, -165064.646, -114042.122, -104141.151, -109577.950 eV (same order as the records).